Here is the molecule C6H11OP in a non-equilibrium geometry from OMol25. Energies are from ωB97M-V/def2-TZVPD.

Results
**Energy relative to the best compared isomer or geometry (same formula, charge and spin)**: 297.9 kJ/mol
**Calculated total energy**: -17733.853 eV

Structure (ORCA input):
```
! RIJCOSX wB97M-V def2-TZVPD def2/J DEFGRID3
* xyz 0 1
C -0.228 -0.019 -2.110
P 0.287 1.164 -0.821
C 1.896 0.349 -0.142
C 1.460 -0.733 0.849
C 0.113 -0.408 1.446
O 0.096 0.915 1.951
C -0.693 0.320 0.483
C -2.207 0.383 0.398
H -1.218 0.195 -2.177
H 0.083 -0.997 -1.889
H 0.223 0.222 -3.055
H 2.190 1.193 0.458
H 2.537 0.106 -1.007
H 1.357 -1.714 0.376
H 2.086 -0.740 1.791
H -0.244 -1.386 2.012
H -2.499 0.275 -0.574
H -2.578 1.325 0.929
H -2.661 -0.450 1.083
*
```

Here is a cluster of 8 separate species, C70H89N4O3PS2 in total in a non-equilibrium geometry from OMol25. Energies are from ωB97M-V/def2-TZVPD.

Results
**Calculated total energy**: -117084.175 eV

Structure (ORCA input):
```
! RIJCOSX wB97M-V def2-TZVPD def2/J DEFGRID3
* xyz 0 1
C 1.320 1.036 9.145
C -0.272 0.990 9.438
N -1.056 1.987 8.647
C -2.430 2.178 9.231
C -3.477 1.008 8.890
C -1.202 1.601 7.235
S -2.054 2.652 6.209
S -0.517 0.073 6.448
C -1.385 -1.445 7.081
C -0.988 -2.669 6.089
C -2.183 -3.019 5.077
C -2.455 -1.800 4.051
N -1.448 -1.571 3.077
C -1.760 -0.501 2.174
C -0.704 -0.219 1.027
O 0.458 -1.036 0.990
C 1.705 -0.289 1.085
C 1.685 0.979 2.062
C 3.197 1.609 2.003
C 1.396 0.646 3.606
C 1.111 2.069 4.356
C 2.538 -0.215 4.337
C -1.007 0.911 -0.033
P 0.146 1.299 -1.490
N 0.545 -0.094 -2.196
C -2.315 1.778 0.081
C -2.720 2.968 -0.912
C -3.462 4.201 -0.163
C -2.802 5.634 -0.564
O -4.898 4.162 -0.483
C -3.292 1.456 1.225
C -3.067 0.311 2.298
N -4.121 0.139 3.261
C -3.761 -0.953 4.098
C -4.847 -1.353 5.235
C -6.034 -2.273 4.626
C -5.576 -3.802 4.365
O -6.595 -1.725 3.394
H 1.909 1.203 10.117
H 1.563 1.840 8.352
H 1.709 0.047 8.700
H -0.394 1.284 10.550
H -0.666 -0.076 9.335
H -2.329 2.268 10.370
H -2.909 3.167 8.882
H -3.971 1.196 7.861
H -3.028 -0.041 8.841
H -4.325 1.081 9.673
H -2.523 -1.358 7.118
H -1.022 -1.763 8.131
H -0.861 -3.595 6.771
H -0.013 -2.413 5.528
H -3.128 -3.416 5.571
H -1.793 -3.880 4.407
H 2.486 -1.022 1.526
H 2.111 -0.040 0.027
H 1.011 1.845 1.696
H 3.357 1.841 0.877
H 4.008 0.861 2.285
H 3.268 2.617 2.537
H 0.414 0.050 3.748
H 1.489 2.084 5.432
H -0.032 2.237 4.293
H 1.584 2.956 3.811
H 2.668 -1.276 3.922
H 3.564 0.292 4.371
H 2.219 -0.344 5.442
H 1.281 2.017 -0.942
H -0.445 2.196 -2.454
H 0.037 -0.833 -1.684
H -3.416 2.594 -1.759
H -1.798 3.435 -1.432
H -3.393 4.143 0.980
H -1.957 5.801 0.197
H -2.424 5.512 -1.636
H -3.587 6.451 -0.445
H -5.175 3.221 -0.615
H -4.259 2.076 1.295
H -5.352 -0.370 5.550
H -4.371 -1.804 6.166
H -6.902 -2.324 5.373
H -4.762 -3.792 3.547
H -6.453 -4.421 3.966
H -5.225 -4.328 5.328
H -6.537 -2.473 2.750
C -10.783 2.741 -1.363
C -10.350 3.956 -1.885
C -9.038 4.373 -1.682
C -8.160 3.577 -0.953
C -8.596 2.366 -0.424
C -9.907 1.947 -0.630
H -11.804 2.413 -1.527
H -11.035 4.578 -2.451
H -8.700 5.319 -2.092
H -7.136 3.901 -0.797
H -7.913 1.747 0.150
H -10.246 1.002 -0.219
C 3.395 7.505 2.199
C 3.883 7.216 0.928
C 3.252 6.258 0.141
C 2.135 5.584 0.625
C 1.651 5.866 1.899
C 2.280 6.827 2.686
H 3.882 8.256 2.810
H 4.756 7.739 0.550
H 3.630 6.036 -0.851
H 1.642 4.839 0.009
H 0.782 5.338 2.279
H 1.902 7.049 3.678
C 3.098 0.673 -7.082
C 2.333 0.352 -5.964
C 2.888 0.440 -4.690
C 4.210 0.847 -4.535
C 4.978 1.160 -5.654
C 4.422 1.075 -6.926
H 2.663 0.610 -8.074
H 1.303 0.032 -6.085
H 2.289 0.194 -3.817
H 4.642 0.919 -3.542
H 6.011 1.471 -5.533
H 5.020 1.321 -7.798
C 6.534 -3.209 -5.829
C 6.349 -4.400 -6.524
C 5.142 -4.649 -7.168
C 4.117 -3.708 -7.115
C 4.299 -2.521 -6.413
C 5.507 -2.270 -5.771
H 7.478 -3.011 -5.331
H 7.147 -5.135 -6.563
H 4.998 -5.577 -7.713
H 3.176 -3.901 -7.621
H 3.499 -1.790 -6.367
H 5.649 -1.344 -5.226
C 2.173 -10.325 -7.553
C 1.421 -9.676 -6.578
C 1.603 -8.316 -6.349
C 2.540 -7.604 -7.091
C 3.299 -8.255 -8.060
C 3.114 -9.614 -8.292
H 2.026 -11.384 -7.737
H 0.692 -10.232 -5.998
H 1.014 -7.810 -5.591
H 2.680 -6.543 -6.914
H 4.034 -7.701 -8.635
H 3.704 -10.120 -9.049
C -0.253 -4.880 -6.581
C -0.768 -5.714 -7.569
C -2.135 -5.968 -7.622
C -2.987 -5.391 -6.685
C -2.470 -4.564 -5.692
C -1.104 -4.307 -5.641
H 0.813 -4.677 -6.544
H -0.104 -6.166 -8.298
H -2.537 -6.616 -8.394
H -4.053 -5.587 -6.728
H -3.134 -4.118 -4.958
H -0.701 -3.660 -4.868
C 6.490 3.563 -2.746
C 5.725 3.240 -1.629
C 6.279 3.327 -0.356
C 7.601 3.734 -0.199
C 8.369 4.049 -1.316
C 7.814 3.965 -2.590
H 6.056 3.501 -3.738
H 4.695 2.920 -1.751
H 5.681 3.078 0.514
H 8.032 3.805 0.794
H 9.401 4.360 -1.194
H 8.412 4.212 -3.461
*
```

Here is the molecule C5H8N2 from OMol25. Energies are from ωB97M-V/def2-TZVPD.

Results
**Energy relative to the best compared isomer or geometry (same formula, charge and spin)**: 322.8 kJ/mol
**Calculated total energy**: -8291.651 eV

Structure (ORCA input):
```
! RIJCOSX wB97M-V def2-TZVPD def2/J DEFGRID3
* xyz 0 1
C 2.208 0.109 0.232
N 0.938 -0.282 -0.411
C 0.360 -1.607 0.201
C -0.935 -1.237 0.363
C -1.226 0.161 0.026
N -2.462 0.733 0.228
C -0.099 0.747 -0.435
H 2.883 -0.747 0.180
H 2.638 0.979 -0.276
H 2.002 0.353 1.277
H 1.148 -0.612 -1.355
H -1.701 -1.918 0.726
H -3.238 0.088 0.224
H -2.657 1.587 -0.271
H 0.115 1.758 -0.756
*
```